A molecular structure, C32H31IN2OSc. Source: the OMol25 dataset; level of theory: ωB97M-V with the def2-TZVPD basis set.

Calculated values
Gap between HOMO and LUMO in eV: 6.52
Molecular weight in g/mol: 631.5
E_HOMO in eV: -10.33
Calculated total energy in eV: -67514.3300

ORCA input file:
```
! RIJCOSX wB97M-V def2-TZVPD def2/J DEFGRID3
* xyz 1 1
Sc -0.09 -0.15 0.16
I -2.47 -0.66 1.88
C -1.96 0.98 3.11
C -2.72 1.20 4.23
C -2.40 2.26 5.08
C -1.34 3.07 4.80
C -0.55 2.85 3.65
C 0.56 3.69 3.36
C 1.30 3.48 2.24
C 0.99 2.42 1.37
C -0.05 1.53 1.59
C -0.85 1.78 2.76
H -3.57 0.56 4.45
H -3.00 2.43 5.97
H -1.08 3.89 5.45
H 0.79 4.49 4.05
H 2.14 4.13 2.02
H 1.63 2.32 0.49
C 3.72 0.58 -2.05
C 3.35 1.29 -3.18
C 2.01 1.54 -3.42
C 1.06 1.07 -2.51
N 1.44 0.41 -1.41
C 2.73 0.16 -1.18
C -0.40 1.26 -2.68
C -0.95 1.83 -3.83
C -2.32 1.97 -3.92
C -3.11 1.55 -2.87
C -2.50 0.98 -1.77
N -1.17 0.84 -1.67
H 4.76 0.37 -1.83
H 4.10 1.65 -3.87
H 1.72 2.09 -4.29
H 2.96 -0.40 -0.28
H -0.32 2.15 -4.64
H -2.76 2.41 -4.80
H -4.19 1.64 -2.90
H -3.08 0.64 -0.93
C -1.35 -2.49 -1.49
C -0.66 -3.76 -0.97
C 0.66 -3.98 -1.72
C -0.44 -3.81 0.53
C -0.99 -4.87 1.24
C -0.72 -5.07 2.58
C 0.16 -4.22 3.22
C 0.74 -3.14 2.57
C 1.75 -2.31 3.34
C 1.19 -0.95 3.78
C 3.09 -2.14 2.61
C 0.38 -2.90 1.23
O 0.80 -1.78 0.59
H -1.74 -2.65 -2.49
H -0.63 -1.67 -1.58
H -2.19 -2.19 -0.86
H -1.32 -4.59 -1.20
H 1.36 -3.18 -1.50
H 0.48 -4.00 -2.80
H 1.11 -4.92 -1.43
H -1.64 -5.57 0.72
H -1.16 -5.90 3.12
H 0.42 -4.40 4.26
H 1.96 -2.88 4.25
H 1.12 -0.26 2.95
H 1.85 -0.50 4.53
H 0.20 -1.06 4.23
H 2.96 -1.59 1.68
H 3.51 -3.12 2.36
H 3.80 -1.61 3.24
*
```

A single C7H10FN3O4 molecule in a non-equilibrium geometry. Source: the OMol25 dataset; level of theory: ωB97M-V with the def2-TZVPD basis set.

Calculated values
Energy relative to the best compared isomer or geometry (same formula, charge and spin) in kcal/mol: 46.4
Gap between HOMO and LUMO (spin up / spin down) in eV: 8.15 / 8.16
Molecular weight in g/mol: 219.2
E_HOMO (spin up / spin down) in eV: -9.49 / -9.49
Calculated total energy in eV: -22791.1874

ORCA input file:
```
! RIJCOSX wB97M-V def2-TZVPD def2/J DEFGRID3
* xyz 0 1
C 1.06 -2.09 -0.13
C 1.43 -0.82 0.66
C 0.95 -1.98 2.43
C -1.35 0.29 -1.98
C 1.55 0.47 -0.02
C -0.98 2.41 -0.60
C -0.65 0.96 -0.77
N 0.83 -3.11 0.49
N 1.51 -0.91 1.92
N -0.54 -1.95 2.38
O -1.12 -2.67 3.14
O -1.01 -1.28 1.52
O -0.81 3.27 -1.78
O 0.75 0.69 -1.14
F 1.42 -2.59 3.50
H 0.95 -1.86 -1.18
H -1.06 0.78 -2.86
H -1.11 -0.80 -1.89
H -2.38 0.35 -1.78
H 2.55 0.74 -0.44
H 1.22 1.22 0.77
H -2.11 2.27 -0.44
H -0.42 2.86 0.25
H -0.73 0.35 0.11
H 0.06 3.40 -2.19
*
```

A molecular structure, C33H53AlBeClF3N7O15PS2 in a non-equilibrium geometry. Source: the OMol25 dataset; level of theory: ωB97M-V with the def2-TZVPD basis set.

Calculated values
Gap between HOMO and LUMO in eV: 1.72
Molecular weight in g/mol: 1011.4
E_HOMO in eV: -12.08
Calculated total energy in eV: -134819.1140

ORCA input file:
```
! RIJCOSX wB97M-V def2-TZVPD def2/J DEFGRID3
* xyz 2 1
C 0.04 8.00 2.94
C -1.29 7.53 3.59
O -1.25 7.27 4.77
O -2.47 7.36 2.92
C -2.39 6.38 1.86
C -1.41 5.19 2.18
C -1.61 3.95 1.18
C -0.26 3.19 1.19
C 0.31 2.86 2.51
C 1.60 2.12 2.57
N 2.10 1.79 3.87
C 2.37 1.70 1.40
N 3.59 1.04 1.65
C 4.20 0.74 0.51
C 3.66 1.01 -0.87
N 2.42 1.67 -1.09
C 1.82 2.02 0.06
C 0.48 2.78 -0.05
C -0.09 3.07 -1.44
C 0.83 3.99 -2.34
C 0.59 5.53 -2.15
C 1.31 6.07 -0.84
N 2.76 6.36 -1.11
C 3.58 5.55 -0.22
N 4.25 4.60 -0.73
N 3.64 5.83 1.21
H 0.83 7.52 3.59
H 0.12 7.57 1.91
H 0.15 9.11 2.91
H -3.41 5.92 1.77
H -2.19 6.83 0.85
H -0.33 5.48 2.08
H -1.59 4.89 3.24
H -2.35 3.29 1.71
H -1.95 4.26 0.17
H -0.22 3.13 3.46
H 1.52 2.28 4.57
H 3.07 2.13 3.96
H 5.20 0.25 0.58
H 4.27 0.71 -1.76
H -0.17 2.08 -1.97
H -1.11 3.51 -1.44
H 1.92 3.81 -2.23
H 0.56 3.76 -3.41
H -0.47 5.85 -2.21
H 1.14 6.04 -2.99
H 0.82 7.03 -0.55
H 1.26 5.34 0.01
H 2.96 7.32 -0.81
H 4.79 4.09 -0.02
H 4.22 6.66 1.39
H 4.12 5.08 1.71
Al 1.85 7.58 5.06
Cl 3.06 -0.96 -1.97
C 0.04 -2.06 2.44
F 1.24 -1.57 2.06
F 0.22 -3.34 2.74
F -0.27 -1.44 3.60
S -1.24 -1.80 1.15
O -0.77 -2.51 -0.03
O -1.25 -0.37 0.95
O -2.46 -2.36 1.70
C -1.20 -9.14 2.94
C -0.35 -8.94 4.02
C -0.26 -7.69 4.61
C -1.04 -6.65 4.12
C -1.89 -6.84 3.03
C -1.96 -8.09 2.44
N -0.97 -5.33 4.76
O -0.20 -5.19 5.69
O -1.69 -4.45 4.32
H -1.27 -10.12 2.48
H 0.25 -9.76 4.40
H 0.40 -7.54 5.45
H -2.49 -6.03 2.65
H -2.63 -8.25 1.60
O 5.56 -2.93 -2.52
S 5.01 -4.25 -2.68
O 5.11 -5.24 -1.66
O 5.55 -4.86 -4.06
C 6.97 -4.90 -4.28
C 7.64 -6.03 -3.51
C 3.32 -4.11 -3.16
H 7.42 -3.93 -4.03
H 7.12 -5.06 -5.35
H 7.59 -5.85 -2.44
H 8.68 -6.12 -3.80
H 7.13 -6.97 -3.71
H 3.24 -3.39 -3.98
H 2.75 -3.75 -2.30
H 2.95 -5.09 -3.47
C -8.01 -2.82 -3.00
O -7.66 -3.95 -2.20
P -6.38 -3.79 -1.10
O -6.64 -2.33 -0.78
O -5.26 -3.93 -2.28
C -5.44 -4.89 -3.33
O -5.18 -3.97 0.06
C -5.43 -3.47 1.37
H -8.62 -3.19 -3.83
H -8.61 -2.12 -2.42
H -7.13 -2.33 -3.40
H -5.81 -4.39 -4.22
H -6.13 -5.68 -3.05
H -4.47 -5.34 -3.55
H -6.45 -3.69 1.68
H -5.24 -2.40 1.40
H -4.73 -3.96 2.06
C -1.56 1.14 -4.81
C -2.86 2.02 -4.89
O -2.51 3.23 -4.58
H -1.14 1.13 -3.81
H -1.80 0.10 -5.07
H -0.80 1.48 -5.50
H -3.60 1.50 -4.25
H -3.27 1.84 -5.91
Be 1.61 3.63 6.05
*
```